{
  "formula": "C6H7FO",
  "method": "ωB97M-V/def2-TZVPD",
  "species": ["C", "C", "C", "C", "C", "C", "H", "H", "H", "H", "H", "H", "H", "O", "F"],
  "positions_angstrom": [[-0.99031, -0.87633, 0.88920], [0.26260, -1.08335, 0.53338], [0.93858, -0.19434, -0.41743], [1.42623, 1.09467, 0.22765], [0.86465, 2.29284, 0.17896], [0.22810, 0.11568, -1.71569], [-1.66684, -0.14980, 0.34680], [0.86493, -1.83850, 1.01449], [1.90499, -0.67616, -0.66654], [2.33207, 0.95231, 0.81211], [1.25018, 3.15727, 0.79070], [-0.03561, 2.53778, -0.39191], [0.93994, 0.31690, -2.50350], [-0.95055, 0.13291, -1.86743], [-1.59603, -1.49535, 1.92897]],
  "forces_ev_per_a": [[-1.20, 1.05, -0.47], [-0.76, -0.42, 1.06], [1.45, 0.37, -0.79], [0.00, 0.18, 0.28], [-0.04, 1.21, 0.57], [0.80, -0.41, 0.92], [0.84, -0.95, 0.99], [-0.04, -0.07, 0.26], [-0.52, -0.01, -0.40], [-0.13, 0.12, 0.10], [-0.20, -1.13, -0.81], [0.22, -0.34, 0.09], [0.28, 0.38, -0.89], [-0.99, 0.13, -0.34], [0.30, -0.11, -0.56]],
  "de_lowest_kj_mol": 176.6,
  "energy_ha": -407.85135
}